Record 1
{
  "formula": "C20H19MnNO5PS",
  "method": "the ωB97M-V functional and the def2-TZVPD basis",
  "species": ["Mn", "O", "S", "O", "O", "O", "O", "N", "C", "C", "C", "C", "C", "C", "C", "P", "C", "C", "C", "C", "C", "C", "C", "C", "C", "C", "C", "C", "H", "H", "H", "H", "H", "H", "H", "H", "H", "H", "H", "H", "H", "H", "H", "H", "C", "H", "H", "H"],
  "coordinates": [[-0.900985, 2.162677, 0.050537], [-3.906769, 3.778499, -0.036154], [-2.644682, 4.018665, 0.661570], [-2.596585, 5.225818, 1.442391], [-1.521408, 3.987898, -0.392054], [-2.270618, 2.789623, 1.486491], [-3.058959, 2.002189, -1.969194], [-2.271492, 1.138764, -1.177204], [-2.851342, -0.038566, -1.079647], [-2.363970, -1.198510, -0.431754], [-3.240841, -2.319067, -0.377688], [-2.908623, -3.479973, 0.256964], [-1.653145, -3.604227, 0.902131], [-0.776928, -2.549381, 0.861864], [-1.084933, -1.347652, 0.195149], [0.088251, -0.029185, 0.109142], [0.995774, -0.231612, -1.467083], [1.931806, 0.721143, -1.864173], [2.627234, 0.568691, -3.053288], [2.381622, -0.531495, -3.865302], [1.441193, -1.476179, -3.481713], [0.751992, -1.329206, -2.285542], [1.320324, -0.377403, 1.398380], [2.525258, -1.023818, 1.144555], [3.415166, -1.276513, 2.180619], [3.102672, -0.884315, 3.474184], [1.902710, -0.233531, 3.730966], [1.017519, 0.023378, 2.696875], [-3.366576, 2.711976, -1.352202], [-3.827578, -0.109782, -1.551239], [-4.211033, -2.223272, -0.852227], [-3.611743, -4.303658, 0.275080], [-1.384021, -4.517677, 1.415863], [0.185802, -2.650153, 1.349318], [2.116039, 1.588356, -1.242067], [3.352492, 1.314991, -3.351338], [2.917238, -0.646238, -4.799451], [1.238183, -2.329195, -4.116987], [0.014779, -2.064571, -1.986625], [2.771416, -1.333865, 0.136621], [4.351644, -1.779960, 1.976113], [3.797054, -1.079526, 4.281849], [1.660317, 0.083649, 4.737032], [0.089872, 0.550435, 2.894266], [0.906116, 2.920161, 0.681877], [1.276810, 3.534665, -0.142696], [1.695463, 2.264876, 1.050387], [0.577494, 3.582088, 1.485385]],
  "forces_ev_per_a": [[0.064, 0.030, -0.027], [-0.073, 0.042, -0.043], [0.156, -0.120, 0.247], [-0.069, 0.019, -0.018], [-0.010, 0.004, -0.021], [-0.075, 0.109, -0.085], [0.010, -0.038, -0.043], [0.075, -0.064, -0.008], [-0.057, 0.092, -0.049], [-0.059, -0.059, -0.029], [0.009, 0.027, -0.016], [0.051, -0.038, 0.035], [-0.081, 0.012, -0.040], [0.010, -0.014, 0.021], [0.004, -0.029, 0.051], [0.102, 0.093, 0.017], [-0.032, -0.048, 0.039], [0.042, 0.082, 0.026], [-0.030, -0.041, -0.009], [-0.005, 0.000, 0.015], [0.025, 0.018, -0.031], [-0.026, -0.022, 0.002], [0.068, -0.062, -0.090], [0.007, -0.013, 0.005], [-0.028, 0.019, 0.038], [0.020, -0.016, -0.026], [-0.002, -0.004, 0.014], [-0.026, 0.030, 0.051], [-0.060, -0.022, -0.002], [-0.006, -0.004, 0.028], [0.000, 0.002, -0.004], [0.000, -0.001, 0.002], [-0.002, -0.003, 0.001], [-0.005, 0.027, -0.007], [-0.022, -0.003, 0.023], [0.002, 0.003, 0.001], [-0.001, -0.002, -0.001], [-0.001, -0.003, 0.004], [0.004, 0.008, 0.006], [-0.011, 0.011, -0.017], [0.001, -0.003, -0.004], [-0.001, 0.003, 0.003], [-0.002, 0.003, -0.001], [0.001, -0.002, -0.013], [0.026, -0.072, -0.027], [0.000, 0.022, 0.018], [0.006, -0.002, -0.037], [-0.003, 0.026, 0.001]],
  "lowdin_charge": [0.709, -0.350, 0.318, -0.324, -0.438, -0.434, -0.094, -0.151, -0.118, -0.234, -0.065, -0.111, -0.115, -0.110, -0.333, 1.055, -0.330, -0.086, -0.082, -0.095, -0.083, -0.070, -0.368, -0.080, -0.086, -0.094, -0.077, -0.088, 0.033, 0.123, 0.105, 0.090, 0.087, 0.096, 0.087, 0.101, 0.097, 0.100, 0.106, 0.105, 0.099, 0.097, 0.103, 0.118, -0.199, 0.000, -0.022, 0.009],
  "relative_energy_kj_mol": 4.37,
  "multiplicity": 6,
  "largest_force_ev_per_a": 0.3,
  "gap_ha": [0.189, 0.299],
  "total_charge": -1,
  "e_homo_ev": [-2.731, -5.610]
}


Record 2
{
  "formula": "C13H24N2O5P",
  "method": "the ωB97M-V functional and the def2-TZVPD basis",
  "species": ["C", "O", "C", "C", "N", "P", "C", "C", "C", "C", "C", "O", "N", "O", "C", "C", "C", "C", "C", "O", "O", "H", "H", "H", "H", "H", "H", "H", "H", "H", "H", "H", "H", "H", "H", "H", "H", "H", "H", "H", "H", "H", "H", "H", "H"],
  "coordinates": [[2.449246, -3.105434, 0.797275], [1.312997, -2.247250, 0.723910], [0.952556, -1.852775, -0.587096], [0.556194, -0.415605, -0.431228], [1.329633, 0.612888, -0.618423], [3.027939, 0.480444, -1.151491], [3.951062, 1.196004, 0.242698], [3.081958, 1.750449, -2.442130], [0.609321, 1.855004, -0.266430], [-0.375897, 1.316907, 0.802284], [-1.485855, 2.242498, 1.229762], [0.443444, 0.815794, 1.880414], [0.557477, 1.728763, 3.013447], [1.664283, 1.996335, 3.201895], [-0.797404, 0.040121, 0.014830], [-1.756595, -0.954898, 0.639475], [-2.472394, -1.834972, -0.427565], [-3.997785, -1.811707, -0.413054], [-4.690829, -0.486162, -0.587538], [-5.869205, -0.397695, -0.784545], [-3.892023, 0.624346, -0.535711], [2.568153, -3.703760, -0.106086], [2.294765, -3.780216, 1.636528], [3.361393, -2.534115, 0.979357], [1.773233, -1.961099, -1.293843], [0.089657, -2.433508, -0.919540], [4.960584, 0.799256, 0.137822], [3.548497, 0.833843, 1.189090], [3.974027, 2.285703, 0.243708], [4.101854, 2.128581, -2.513981], [2.815187, 1.307760, -3.400073], [2.423114, 2.603804, -2.267000], [1.279511, 2.620837, 0.117532], [0.024778, 2.191018, -1.124504], [-1.192388, 2.914803, 2.030077], [-1.783492, 2.856778, 0.378270], [-2.359039, 1.686254, 1.564723], [-1.279411, 0.455250, -0.884181], [-1.227680, -1.624803, 1.315507], [-2.504477, -0.403869, 1.202362], [-2.148001, -2.862837, -0.263533], [-2.134690, -1.563480, -1.431889], [-4.358202, -2.407036, -1.254062], [-4.398235, -2.280917, 0.485874], [-4.427264, 1.318697, -0.122938]],
  "forces_ev_per_a": [[0.160, -0.160, 0.159], [-0.082, 0.061, -0.156], [0.120, -0.119, 0.287], [-0.148, 0.478, -0.371], [-0.162, -0.179, -0.120], [0.497, -0.959, -0.245], [-0.355, 0.281, 0.013], [-0.299, 0.381, -0.088], [-0.246, -0.009, 0.812], [0.274, -0.616, -0.078], [-0.201, 0.215, -0.325], [-0.075, 0.073, -0.090], [-0.010, 0.477, -0.044], [-0.024, -0.354, 0.148], [-0.190, 0.419, 0.432], [-0.014, -0.580, -0.256], [0.243, 0.226, 0.223], [0.348, -0.061, -0.446], [-0.664, -0.047, -0.323], [0.254, 0.080, 0.342], [0.311, -0.175, 0.709], [-0.048, 0.010, -0.052], [-0.055, 0.046, 0.012], [-0.011, 0.072, -0.099], [0.021, 0.019, -0.036], [0.005, 0.035, -0.154], [0.072, 0.116, 0.027], [-0.017, -0.030, 0.001], [0.047, 0.002, 0.078], [0.057, -0.068, 0.016], [0.018, -0.025, -0.013], [0.087, 0.028, 0.095], [0.112, -0.014, -0.193], [0.223, 0.244, -0.074], [0.076, 0.021, -0.032], [-0.093, -0.050, -0.005], [0.073, -0.038, 0.083], [-0.066, -0.125, -0.089], [0.059, 0.222, 0.223], [0.095, 0.005, 0.146], [-0.141, -0.087, -0.161], [0.017, 0.041, -0.004], [-0.070, -0.155, 0.137], [-0.055, 0.110, 0.078], [-0.143, 0.193, -0.567]],
  "lowdin_charge": [-0.063, -0.164, -0.147, -0.113, -0.138, 0.973, -0.258, -0.267, -0.052, -0.432, 0.017, -0.075, 0.029, 0.127, -0.171, -0.113, -0.172, -0.088, -0.498, 0.138, 0.076, 0.095, 0.097, 0.089, 0.100, 0.130, 0.046, 0.039, 0.050, 0.056, 0.042, 0.043, 0.140, 0.146, 0.085, 0.104, 0.086, 0.170, 0.125, 0.110, 0.114, 0.118, 0.135, 0.140, 0.132],
  "largest_force_ev_per_a": 1.1,
  "gap_ha": 0.333,
  "total_charge": 1,
  "e_homo_ev": -12.776
}


Record 3
{
  "formula": "C15H29OTb",
  "method": "the ωB97M-V functional and the def2-TZVPD basis",
  "species": ["C", "H", "H", "H", "C", "H", "H", "C", "H", "H", "H", "C", "C", "C", "C", "C", "C", "C", "C", "C", "C", "Tb", "H", "H", "H", "H", "H", "H", "H", "H", "H", "H", "H", "H", "H", "H", "H", "C", "C", "O", "H", "H", "H", "H", "H", "H"],
  "coordinates": [[2.269228, 3.011468, 0.295302], [2.243322, 3.954623, 0.859323], [2.859773, 3.210110, -0.599057], [2.840164, 2.290983, 0.874365], [0.842051, 2.558098, -0.123206], [0.888505, 1.639600, -0.744922], [0.233061, 2.320441, 0.768202], [0.228087, 3.756711, -0.875126], [-0.871960, 3.792906, -0.929707], [0.522009, 4.692466, -0.366130], [0.610659, 3.830861, -1.909266], [-0.887293, -2.218288, -0.896715], [-1.297793, -1.205962, -1.842681], [-0.129106, -0.436198, -2.188760], [0.972464, -0.920712, -1.416132], [0.512604, -2.020494, -0.618445], [1.355362, -2.757888, 0.363819], [2.393307, -0.475833, -1.509832], [-0.017935, 0.585304, -3.266882], [-2.690508, -1.000031, -2.333319], [-1.786605, -3.186574, -0.217127], [-0.722694, -0.204534, 0.148646], [2.939803, -0.692974, -0.589526], [2.977010, -0.936719, -2.320570], [2.464145, 0.603007, -1.654691], [2.238985, -2.175050, 0.657207], [0.785903, -2.957786, 1.279333], [1.729527, -3.725767, -0.004482], [-2.793407, -2.772878, -0.087835], [-1.879475, -4.105960, -0.810788], [-1.412392, -3.461117, 0.776891], [-2.760264, -0.152824, -3.017906], [-3.030836, -1.900480, -2.862312], [-3.414766, -0.798934, -1.527292], [0.596041, 1.455401, -2.987946], [0.430776, 0.140469, -4.171135], [-1.003105, 0.971532, -3.538504], [-1.242452, 0.014948, 4.959271], [-0.312023, 0.017340, 3.764824], [-1.023556, -0.329048, 2.537655], [-2.150661, 0.597599, 4.777318], [-0.767548, 0.446072, 5.842409], [-1.521969, -1.005928, 5.231726], [0.141211, 0.982338, 3.560994], [0.495034, -0.709821, 3.850598], [-1.852695, -0.720456, 2.862430]],
  "forces_ev_per_a": [[-0.051, -0.341, -0.037], [-0.225, -0.388, -0.110], [-0.086, 0.021, -0.109], [-0.105, -0.209, 0.143], [0.333, 0.804, 0.236], [0.117, 0.291, -0.129], [0.050, 0.213, 0.231], [-0.429, 0.306, -0.361], [0.318, -0.304, 0.007], [-0.111, -0.496, -0.182], [-0.090, -0.124, 0.486], [1.088, -0.222, -1.271], [1.369, -1.001, -0.968], [0.172, -1.271, -0.418], [-0.308, -1.129, -0.913], [-0.156, -0.545, -1.493], [0.198, -0.123, 0.658], [0.479, 0.522, 0.261], [-0.153, 0.610, -0.200], [-0.297, 0.106, -0.142], [-0.278, -0.076, 0.421], [-0.737, 4.013, 4.213], [-0.016, -0.011, -0.066], [-0.503, -0.080, 0.102], [0.043, -0.006, -0.133], [-0.232, -0.174, -0.107], [0.129, -0.187, -0.021], [-0.270, 0.307, -0.046], [-0.035, -0.165, -0.091], [-0.033, 0.173, 0.165], [-0.027, -0.120, -0.206], [0.051, -0.158, 0.006], [-0.053, 0.238, 0.172], [0.028, -0.156, -0.026], [-0.081, -0.333, -0.058], [-0.157, 0.102, 0.355], [0.138, -0.019, -0.113], [-0.072, -0.116, -0.025], [0.841, 0.246, 0.441], [-1.029, -0.426, -0.504], [0.123, 0.018, -0.077], [0.138, -0.002, -0.180], [-0.032, 0.025, -0.072], [-0.063, 0.227, 0.176], [-0.048, -0.021, 0.239], [0.063, -0.021, -0.256]],
  "lowdin_charge": [-0.084, 0.094, 0.091, 0.073, -0.337, 0.025, 0.069, -0.093, 0.080, 0.094, 0.093, -0.366, -0.357, -0.310, -0.319, -0.338, 0.000, 0.006, 0.010, 0.000, 0.000, 1.942, 0.087, 0.124, 0.077, 0.088, 0.085, 0.124, 0.093, 0.126, 0.092, 0.091, 0.123, 0.094, 0.084, 0.125, 0.088, -0.046, -0.233, -0.248, 0.097, 0.105, 0.097, 0.119, 0.126, 0.107],
  "multiplicity": 7,
  "largest_force_ev_per_a": 5.9,
  "gap_ha": [0.300, 0.319],
  "total_charge": 2,
  "e_homo_ev": [-16.027, -15.991]
}


What are the total energy values for these records? In order: -3095.07942 -1336.47865 -1488.05217 Eh.